1.
17
Properties=species:S:1:pos:R:3:mulliken_charge:R:1 method="wB97M-V/def2-TZVPD" mol_weight_g_mol=92.21 gap_ha=0.346 relative_energy_kcal_mol=5.8 e_lumo_ev=0.99 energy_ha=-557.76111 smiles=CSC.CC
C -0.10483 -1.56056 -2.42504 -0.74
S -1.58684 -0.57276 -2.08370 -0.08
C -2.06139 -1.02843 -0.38859 -0.74
H -0.08421 -2.41541 -1.75017 0.25
H -0.19633 -1.93696 -3.44047 0.30
H 0.80595 -0.97786 -2.26292 0.24
H -1.90266 -0.16600 0.24372 0.18
H -1.51674 -1.90976 -0.03488 0.26
H -3.10842 -1.30506 -0.39610 0.33
C 0.81468 1.54873 0.89874 -0.48
C 1.59701 1.46999 2.21625 -0.92
H 1.53324 1.34602 0.10664 0.23
H 0.09810 0.72904 0.86077 0.00
H 0.27280 2.47736 0.73815 0.32
H 2.47283 2.12891 2.24124 0.28
H 1.96929 0.44990 2.37932 0.28
H 0.99752 1.72285 3.09704 0.29



2.
41
Properties=species:S:1:pos:R:3:mulliken_charge:R:1 method="wB97M-V/def2-TZVPD" mol_weight_g_mol=489.46 gap_ha=0.273 charge=+1 e_lumo_ev=-3.39 energy_ha=-1613.36116
Pb 1.43894 -1.64555 0.81230 0.90
P 2.21054 1.03773 0.71333 0.21
C 0.95386 2.13586 -0.01664 -0.64
C 0.16674 1.47790 -1.09241 0.52
N -0.07966 0.14450 -1.00315 0.22
C -0.91906 -0.42432 -1.89234 0.37
C -1.51184 0.31876 -2.92829 -0.76
C -1.18688 1.66597 -3.07044 -0.49
C -0.30446 2.23585 -2.17274 -0.92
C -1.33491 -1.89291 -1.70921 -1.09
P -1.04508 -2.54473 -0.01892 0.53
H -0.05882 3.29210 -2.25359 0.43
H -2.18137 -0.18489 -3.62555 0.43
H -1.63376 2.23889 -3.87821 0.43
H -2.40633 -2.01469 -1.95719 0.51
H -0.77353 -2.57874 -2.36820 0.44
H 0.19357 2.37272 0.95554 -0.01
H 1.31404 3.08945 -0.37693 0.65
H -0.94552 1.59259 2.23823 0.47
O -0.71271 2.49521 1.74265 -0.53
H -1.25902 3.31758 1.77965 0.24
H -0.20071 -0.36957 2.32029 0.19
O -0.79981 0.36015 2.83820 -0.59
H -1.67343 0.06150 3.13725 0.35
C -2.56015 -1.90965 0.84652 -1.14
H -3.45402 -2.30398 0.30776 0.40
H -2.53397 -2.30788 1.88801 0.35
H -2.54729 -0.79240 0.82316 0.28
C -1.34684 -4.28901 -0.17543 -1.18
H -1.32561 -4.74507 0.81099 0.39
H -2.29293 -4.51976 -0.65887 0.39
H -0.52168 -4.67250 -0.77121 0.39
C 3.79745 1.09188 -0.12801 -1.14
H 4.24447 2.08603 -0.19245 0.38
H 4.53145 0.44378 0.36484 0.39
H 3.65878 0.69174 -1.13296 0.35
C 2.56079 1.82162 2.31252 -1.17
H 3.28333 1.24484 2.91456 0.39
H 2.98170 2.81944 2.10623 0.38
H 1.61845 1.91056 2.87750 0.34
F 2.65529 -2.75098 -0.36680 -0.66



3.
80
Properties=species:S:1:pos:R:3:mulliken_charge:R:1 method="wB97M-V/def2-TZVPD" mol_weight_g_mol=976.93 gap_ha="0.224 / 0.224" relative_energy_kcal_mol=30.1 charge=+2 e_lumo_ev="-7.68 / -7.67" energy_ha=-3422.59587
Pd 0.06683 0.18315 -0.42204 -0.18
O 0.26069 -1.58517 2.60759 -0.82
S 0.11299 -0.30966 1.91578 1.98
C -1.42117 0.43159 2.50826 0.21
C -1.64865 0.44432 3.87778 -0.78
C -2.84930 0.92632 4.36931 -0.91
C -3.84021 1.33547 3.48923 -1.05
C -3.64312 1.22631 2.12174 -0.34
C -2.42725 0.78148 1.60481 0.29
P -2.26567 0.39176 -0.17554 1.10
C -2.87971 1.68069 -1.30512 0.60
C -4.10189 2.33139 -1.16059 -0.35
C -4.51895 3.24390 -2.11834 -0.85
C -3.74131 3.48958 -3.23986 -0.61
C -2.54181 2.81331 -3.41422 -0.82
C -2.11237 1.91894 -2.44871 -0.12
C -3.41493 -0.97719 -0.42184 0.60
C -3.85114 -1.23841 -1.72421 -0.77
C -4.70351 -2.30220 -1.96534 -0.69
C -5.12008 -3.10949 -0.91394 -0.57
C -4.67856 -2.85896 0.37793 -0.83
C -3.82121 -1.79944 0.62894 -0.19
C 1.48220 0.75805 2.43629 0.21
C 1.58630 1.21693 3.74101 -0.76
C 2.71850 1.91611 4.12767 -1.03
C 3.75554 2.12039 3.22855 -0.87
C 3.66078 1.63554 1.93360 -0.75
C 2.51787 0.95776 1.51976 0.60
P 2.41942 0.23137 -0.15246 1.66
C 3.31031 1.25763 -1.33661 0.92
C 3.56150 2.62015 -1.17230 -0.40
C 4.18445 3.33129 -2.18493 -0.95
C 4.54998 2.69800 -3.36510 -0.59
C 4.29866 1.34316 -3.53637 -0.77
C 3.67778 0.62452 -2.52938 -0.72
C 3.37524 -1.29302 0.00751 0.57
C 2.71557 -2.47373 0.33855 0.59
C 3.44794 -3.62633 0.57922 -0.90
C 4.83139 -3.59782 0.48795 -0.67
C 5.48901 -2.41803 0.16040 -0.85
C 4.76789 -1.26174 -0.08154 -0.45
H -0.91293 0.03491 4.55521 0.65
H -3.02007 0.95223 5.43681 0.45
H -4.79033 1.69124 3.86407 0.47
H -4.46271 1.44439 1.45582 0.36
H -4.75252 2.12939 -0.32406 0.28
H -5.46480 3.75282 -1.99076 0.47
H -4.07503 4.20050 -3.98373 0.44
H -1.94448 2.98530 -4.29949 0.46
H -1.17494 1.39147 -2.59373 0.43
H -3.52899 -0.60662 -2.54247 0.42
H -5.04911 -2.49604 -2.97176 0.45
H -5.79277 -3.93525 -1.10314 0.44
H -5.00518 -3.48888 1.19449 0.47
H -3.47056 -1.62008 1.63772 0.38
H 0.80141 1.04321 4.45887 0.20
H 2.78926 2.29375 5.13847 0.46
H 4.64719 2.64758 3.54015 0.47
H 4.47880 1.77982 1.23989 0.54
H 3.30133 3.12413 -0.25191 0.55
H 4.38888 4.38503 -2.04981 0.48
H 5.03772 3.25695 -4.15236 0.44
H 4.59450 0.84428 -4.44911 0.45
H 3.48732 -0.43394 -2.66228 0.48
H 1.63633 -2.48553 0.41007 -0.26
H 2.94252 -4.54686 0.83956 0.42
H 5.40373 -4.49692 0.67272 0.43
H 6.56826 -2.39781 0.09084 0.46
H 5.28399 -0.34702 -0.34429 0.40
I 0.12512 2.94876 0.07640 0.54
I -0.29509 5.38350 -1.08653 -0.03
C -0.33269 -4.47937 -0.77648 -1.24
C -1.00120 -3.12388 -0.72063 0.11
O -0.13557 -2.08642 -1.24371 -0.23
H -1.00445 -5.23917 -0.37795 0.45
H 0.58458 -4.49071 -0.18843 0.16
H -0.09507 -4.75140 -1.80717 0.38
H -1.21236 -2.83224 0.30822 0.10
H -1.93884 -3.12696 -1.28009 0.21
H 0.17869 -2.36217 -2.11286 0.15



4.
12
Properties=species:S:1:pos:R:3:mulliken_charge:R:1 method="wB97M-V/def2-TZVPD" mol_weight_g_mol=176.24 gap_ha=0.313 relative_energy_kcal_mol=22.0 e_lumo_ev=-0.46 energy_ha=-1532.08797
N 1.80042 1.03494 -0.38969 -0.53
N -2.12486 -1.23857 0.73860 -0.56
O 2.95513 -1.15857 0.10640 -0.47
O 0.29706 -1.11498 -0.08870 -0.51
O -0.28750 2.25651 -0.45165 -0.59
S 2.03839 -0.14163 0.56610 0.73
S -1.10993 -0.50500 -0.41189 0.51
S -1.26383 1.37497 0.51183 0.09
H 0.67733 1.65568 -0.51070 0.44
H 2.14232 0.98048 -1.33684 0.29
H -3.11444 -0.89825 0.56386 0.31
H -2.01009 -2.24558 0.70270 0.28



5.
102
Properties=species:S:1:pos:R:3:mulliken_charge:R:1 method="wB97M-V/def2-TZVPD" mol_weight_g_mol=618.71 gap_ha=0.348 relative_energy_kcal_mol=12.0 e_lumo_ev=0.18 energy_ha=-2266.69053 smiles=CC(C)O.OCCO.OCCO.OCCO.OCCO.OCCO.OCCO.OCCO.OCCO.OCCO
C 0.81185 -0.85350 1.43669 -0.03
C -0.31621 -0.46025 0.53371 0.78
C -0.13988 -0.72997 -0.92919 0.86
O -1.47051 -1.22168 0.95806 0.10
H 0.86728 -1.94227 1.52952 0.22
H 0.49465 -0.71380 2.47383 -0.23
H 1.77312 -0.34938 1.35248 -0.65
H -0.56336 0.60077 0.65133 0.21
H -1.02178 -0.55647 -1.54725 -0.45
H 0.18697 -1.76869 -0.98482 -0.63
H 0.54358 0.00786 -1.35555 0.16
H -1.75364 -0.92613 1.83796 -0.20
O -2.76533 -0.15899 3.14478 -0.43
C -2.14017 0.13939 4.35396 0.04
C -1.97373 -1.19122 5.10204 -0.56
O -0.86377 -1.94249 4.58118 -0.52
H -3.69450 0.08119 3.16803 0.26
H -1.14733 0.54238 4.13601 -0.27
H -2.62558 0.94769 4.90574 0.53
H -2.88872 -1.77279 5.21615 0.29
H -1.73502 -0.91403 6.13310 0.37
H -1.06306 -2.25635 3.69250 0.31
O 4.28746 -1.49448 -1.50340 -0.69
C 2.88721 -1.71640 -1.37414 0.95
C 2.56577 -3.19351 -0.98115 -0.30
O 3.01802 -4.17986 -1.86529 -0.57
H 4.48123 -0.63363 -1.09401 0.44
H 2.49416 -1.06824 -0.58653 -0.26
H 2.35118 -1.53751 -2.30944 -0.07
H 1.47140 -3.18126 -1.00074 -0.20
H 2.82189 -3.45114 0.04888 0.34
H 3.87851 -4.46814 -1.55048 0.39
O 1.69593 4.62862 -1.04560 -0.62
C 1.84954 3.85048 0.13028 -0.66
C 1.85250 2.33348 -0.06887 1.39
O 2.61560 1.98756 -1.19082 -0.58
H 1.10784 5.36575 -0.86549 0.35
H 2.80944 4.12786 0.57531 0.36
H 1.09334 4.04117 0.89463 0.41
H 0.80603 2.01184 -0.13550 -0.84
H 2.16418 1.81468 0.83928 -0.29
H 2.34798 2.59772 -1.88832 0.40
O -4.55752 2.02229 -0.84792 -0.58
C -5.52024 1.06415 -1.21246 -0.66
C -5.03579 -0.28652 -0.66153 -0.10
O -3.78656 -0.62488 -1.32918 -0.09
H -3.74848 2.02321 -1.37067 0.39
H -6.54151 1.31335 -0.91785 0.44
H -5.66685 1.00355 -2.29573 0.28
H -5.70229 -1.09425 -0.96914 0.20
H -4.71801 -0.18070 0.37482 0.14
H -3.17072 -0.66152 -0.59018 -0.08
O 2.04531 3.20119 3.45857 -0.48
C 2.84168 2.66381 4.49444 -0.57
C 3.02981 1.14984 4.30301 0.02
O 1.73171 0.52772 4.15745 -0.41
H 1.29479 2.60960 3.33536 0.31
H 3.82175 3.14088 4.47594 0.41
H 2.39690 2.85429 5.47540 0.32
H 3.51660 0.67814 5.15822 0.44
H 3.62719 0.94391 3.41609 -0.27
H 1.19354 0.72943 4.92899 0.24
O -3.28045 -3.25619 0.57912 -0.53
C -2.91034 -4.28035 -0.32886 -0.20
C -3.56336 -3.92262 -1.69388 0.34
O -4.97325 -4.16264 -1.64515 -0.61
H -2.64162 -2.53787 0.46549 0.27
H -1.81802 -4.28892 -0.35901 0.16
H -3.30045 -5.25963 -0.05467 0.32
H -3.16062 -4.47191 -2.54802 0.39
H -3.46308 -2.87785 -1.99305 -0.36
H -5.32336 -3.43217 -1.12625 0.35
O -1.28327 4.27755 -1.19444 -0.51
C -1.20316 3.96425 -2.57381 -0.85
C -0.96597 2.45166 -2.74313 0.24
O -2.22850 1.82051 -2.46337 -0.42
H -2.09828 3.84832 -0.91024 0.28
H -2.15526 4.29292 -2.99340 0.42
H -0.33027 4.50095 -2.94634 0.35
H -0.20423 2.14954 -2.02448 -0.03
H -0.71313 2.28502 -3.79204 0.18
H -2.26344 0.96506 -2.92906 0.25
O 4.76860 -0.86825 1.71724 -0.47
C 5.91093 -0.01967 1.58629 -0.51
C 5.49562 1.24194 0.78258 -0.22
O 5.22885 0.84081 -0.54294 -0.59
H 4.04064 -0.53107 1.19008 0.17
H 6.24052 0.21694 2.59996 0.33
H 6.67928 -0.64719 1.13259 0.33
H 6.29554 1.98669 0.72901 0.40
H 4.74695 1.76931 1.38002 -0.01
H 4.39921 1.26080 -0.81008 0.46
O -2.40229 -0.40351 -4.09667 -0.53
C -1.40904 -0.64493 -5.11958 -0.71
C -0.30365 -1.42382 -4.47541 0.07
O -0.78906 -2.47588 -3.65096 -0.47
H -2.44221 -1.24053 -3.61351 0.25
H -1.94523 -1.15619 -5.92321 0.27
H -1.11582 0.33455 -5.49517 0.34
H 0.23836 -0.65859 -3.91135 -0.14
H 0.42374 -1.81011 -5.19162 0.60
H -0.34623 -3.31068 -3.81516 0.28